[1]
{"formula": "C23H21NO7STeY", "method": "the ωB97M-V functional and the def2-TZVPD basis", "species": ["Y", "N", "C", "C", "C", "O", "O", "H", "H", "H", "H", "H", "H", "O", "S", "C", "C", "C", "C", "C", "C", "C", "C", "C", "C", "C", "C", "H", "H", "H", "H", "H", "H", "H", "H", "H", "H", "O", "C", "O", "C", "C", "C", "C", "O", "C", "O", "C", "C", "H", "H", "H", "H", "H", "Te"], "xyz": [[0.795833, -0.736983, 0.827434], [0.667742, -0.412880, 3.463237], [1.923943, -0.142952, 4.180749], [2.973461, -1.214489, 3.885468], [3.598008, -1.019810, 2.510287], [4.749925, -0.637660, 2.409784], [2.801236, -1.270632, 1.512436], [0.018691, 0.357988, 3.579451], [0.219745, -1.248093, 3.829347], [1.761731, -0.077655, 5.261193], [2.287692, 0.828537, 3.840605], [2.499847, -2.200087, 3.936209], [3.772841, -1.169781, 4.622867], [0.573196, -0.737568, -1.445981], [0.593891, 0.662472, -2.089872], [0.656189, 0.138601, -3.847518], [1.267488, -1.036003, -4.260532], [1.283707, -1.358375, -5.608138], [0.690438, -0.510000, -6.538651], [0.072444, 0.657824, -6.118320], [0.050387, 0.979774, -4.765835], [2.309590, 1.184459, -2.090920], [3.301811, 0.323889, -1.662828], [4.612123, 0.777361, -1.604796], [4.918129, 2.068162, -2.008577], [3.913199, 2.909399, -2.472943], [2.600422, 2.472083, -2.511061], [1.716585, -1.692531, -3.526337], [1.760065, -2.273512, -5.937582], [0.704848, -0.765857, -7.590805], [-0.400726, 1.312878, -6.839117], [-0.442076, 1.883078, -4.421843], [3.061404, -0.679601, -1.338188], [5.383072, 0.125438, -1.216019], [5.937300, 2.427538, -1.945247], [4.149766, 3.920414, -2.779626], [1.802155, 3.136497, -2.820322], [-2.525355, -3.421293, 1.442255], [-2.256077, -2.231352, 1.518106], [-1.084487, -1.723708, 1.320475], [-3.322758, -1.247441, 1.930511], [-3.059224, 0.113186, 2.009001], [-4.047127, 1.027827, 2.393514], [-5.280438, 0.510294, 2.691497], [-6.412591, 1.184877, 3.085758], [-7.406855, 0.187314, 3.305391], [-6.863332, -1.077068, 2.947750], [-5.546505, -0.842866, 2.609301], [-4.598366, -1.751290, 2.231413], [-2.078276, 0.487049, 1.733008], [-3.843586, 2.089162, 2.438057], [-8.275872, 0.399729, 2.679944], [-7.686473, 0.180096, 4.362593], [-4.788714, -2.812676, 2.160390], [0.489941, 1.946247, 0.723008]], "forces_ev_per_angstrom": [[-0.225, -0.880, 0.933], [0.092, -0.298, -0.193], [-0.048, 0.020, -0.073], [-0.070, 0.012, 0.051], [-0.012, -0.024, -0.188], [0.046, -0.078, -0.055], [-0.050, -0.122, -0.147], [0.009, 0.035, -0.159], [-0.021, 0.023, 0.052], [0.002, -0.002, 0.033], [-0.018, 0.024, 0.003], [0.042, -0.014, 0.019], [-0.022, 0.024, 0.043], [0.182, 0.303, 0.028], [0.207, -0.517, -0.624], [-0.125, 0.062, 0.015], [0.004, -0.047, -0.003], [-0.017, 0.040, -0.011], [0.001, 0.004, 0.028], [0.017, -0.021, 0.011], [0.012, 0.007, -0.024], [0.019, 0.020, 0.055], [0.026, -0.008, 0.025], [-0.007, 0.014, -0.023], [-0.025, -0.003, 0.001], [0.008, 0.003, -0.015], [-0.042, 0.027, 0.024], [-0.012, 0.015, 0.003], [-0.005, 0.003, 0.006], [0.002, -0.004, 0.008], [0.001, 0.000, 0.008], [-0.003, -0.010, -0.010], [-0.008, 0.000, 0.040], [-0.009, 0.000, 0.003], [-0.003, -0.006, -0.010], [-0.002, -0.003, 0.005], [0.014, 0.007, 0.022], [-0.018, 0.030, -0.086], [0.173, -0.125, 0.228], [0.236, -0.055, -0.168], [-0.136, 0.071, -0.030], [-0.011, 0.048, -0.067], [0.064, -0.033, -0.025], [0.012, 0.058, 0.018], [-0.080, -0.021, 0.002], [0.086, -0.009, -0.030], [-0.089, 0.028, 0.017], [-0.005, -0.048, 0.014], [0.065, 0.007, 0.012], [-0.057, -0.013, 0.044], [-0.001, -0.012, 0.007], [-0.022, 0.009, -0.029], [0.017, -0.002, 0.042], [0.000, 0.004, -0.008], [-0.193, 1.455, 0.180]], "mulliken_charge": [1.41, -0.41, -0.65, -0.58, 0.52, -0.67, -0.65, 0.21, 0.19, 0.39, 0.36, 0.27, 0.31, -0.81, 0.28, 0.36, -0.34, -0.63, -0.39, -0.58, -0.29, 1.11, -0.48, -0.74, -0.46, -0.47, -0.63, 0.38, 0.37, 0.37, 0.37, 0.42, 0.40, 0.38, 0.37, 0.36, 0.31, -0.71, 0.35, -0.28, -0.28, 0.14, -1.28, 1.27, -0.51, -0.23, -0.50, 1.18, -1.34, 0.24, 0.45, 0.23, 0.24, 0.49, -0.83], "homo_ev": -3.6, "multiplicity": 1, "lumo_energy_ha": 0.0903, "charge": -1}

[2]
{"formula": "C23H22AlN6O", "method": "the ωB97M-V functional and the def2-TZVPD basis", "species": ["Al", "C", "C", "N", "C", "C", "C", "C", "C", "C", "C", "C", "C", "N", "C", "H", "H", "H", "H", "H", "H", "H", "H", "N", "C", "C", "C", "C", "C", "C", "C", "C", "N", "C", "H", "H", "H", "H", "H", "H", "H", "H", "C", "N", "C", "N", "O", "H", "H", "H", "H", "H", "H"], "xyz": [[0.245265, -0.257194, -0.726725], [-3.328535, 1.883269, -1.803725], [-2.001791, 1.460600, -1.811752], [-1.591531, 0.342383, -1.213558], [-2.533791, -0.465001, -0.668139], [-3.907705, -0.134014, -0.644634], [-4.286476, 1.108967, -1.185095], [-4.839506, -1.074322, -0.118840], [-4.427085, -2.279753, 0.346936], [-3.045618, -2.629718, 0.354265], [-2.578072, -3.864653, 0.835227], [-1.226763, -4.120552, 0.784753], [-0.359780, -3.164245, 0.259068], [-0.760942, -1.979558, -0.202809], [-2.091225, -1.714998, -0.147630], [-3.602844, 2.807725, -2.286702], [-1.256471, 2.036764, -2.339717], [-5.314052, 1.435963, -1.125233], [-5.887001, -0.820999, -0.133846], [-5.141574, -3.006240, 0.701599], [-3.273206, -4.586415, 1.236359], [-0.830671, -5.056877, 1.144487], [0.692358, -3.404106, 0.226384], [2.005681, -1.343576, -0.536172], [2.491827, -1.056298, 0.811655], [3.665853, -1.582335, 1.295945], [4.104252, -1.266399, 2.590510], [3.369517, -0.432771, 3.391939], [2.151819, 0.115354, 2.928648], [1.334146, 0.972180, 3.694748], [0.162576, 1.456440, 3.153986], [-0.193768, 1.097645, 1.858047], [0.547179, 0.297754, 1.102477], [1.708702, -0.202471, 1.612618], [2.002128, -2.359291, -0.676083], [2.711389, -1.031351, -1.206951], [4.266795, -2.243577, 0.687415], [5.030704, -1.692175, 2.940937], [3.716312, -0.193602, 4.385264], [1.628480, 1.247914, 4.697352], [-0.478385, 2.113072, 3.720317], [-1.107983, 1.467546, 1.412751], [1.853491, 4.216983, -3.098965], [1.203291, 3.108243, -2.420702], [1.759103, 1.932644, -2.211734], [3.014179, 1.733391, -2.589430], [1.083005, 0.983564, -1.626513], [1.128271, 5.009849, -3.256100], [2.225988, 3.901274, -4.073872], [2.667907, 4.624997, -2.498041], [0.274677, 3.273182, -2.057342], [3.535273, 2.485950, -3.018168], [3.484606, 0.848841, -2.495211]], "forces_ev_per_angstrom": [[-0.256, -0.730, 0.704], [-0.107, -0.110, 0.064], [0.022, 0.121, -0.053], [0.302, -0.083, 0.093], [-0.766, 0.076, 0.009], [0.624, -0.061, -0.043], [0.396, -0.088, -0.031], [-0.021, -0.394, 0.173], [-0.222, 0.369, -0.153], [0.481, 0.369, -0.192], [0.365, 0.216, -0.109], [-0.205, -0.002, 0.012], [0.013, 0.010, -0.007], [-0.004, 0.194, -0.136], [-0.630, -0.558, 0.237], [0.063, 0.090, -0.048], [0.043, -0.052, 0.068], [-0.121, -0.009, -0.089], [-0.160, 0.029, 0.037], [-0.095, -0.039, 0.089], [-0.056, -0.112, 0.032], [0.097, -0.060, -0.005], [0.036, 0.066, 0.013], [0.111, -0.108, -0.458], [0.471, -0.133, 0.407], [-0.391, 0.169, -0.173], [-0.076, 0.126, 0.187], [0.056, -0.132, -0.148], [-0.164, -0.106, -0.477], [-0.260, 0.052, -0.288], [0.222, -0.030, 0.241], [-0.080, 0.022, -0.037], [-0.131, 0.091, -0.196], [0.521, -0.106, 0.513], [-0.213, 0.300, 0.006], [-0.202, 0.066, 0.105], [0.034, -0.064, -0.113], [0.086, -0.012, 0.090], [-0.004, 0.055, 0.124], [0.043, -0.002, 0.083], [-0.069, 0.042, 0.018], [-0.062, 0.050, 0.011], [0.325, 0.352, -0.178], [-0.491, 0.020, 0.159], [-0.352, -0.518, 0.408], [0.148, 0.096, -0.098], [0.586, 0.826, -0.853], [-0.023, -0.057, -0.004], [-0.033, 0.037, -0.021], [0.008, -0.025, -0.003], [0.272, -0.177, 0.035], [0.031, -0.137, 0.023], [-0.162, 0.063, -0.028]], "mulliken_charge": [0.37, -1.02, -0.21, 0.22, 0.24, 0.77, -0.66, -0.84, -0.97, 0.91, -0.55, -1.10, 0.29, 0.12, -0.01, 0.47, 0.64, 0.52, 0.48, 0.47, 0.51, 0.46, 0.36, -0.35, 0.60, -0.72, -0.72, -0.95, -0.02, -0.41, -1.07, 0.07, 0.31, 0.49, 0.42, 0.29, 0.54, 0.46, 0.49, 0.52, 0.46, 0.59, -1.14, -0.07, 0.72, -0.30, -0.52, 0.34, 0.43, 0.40, 0.28, 0.20, 0.18], "relative_energy_kcal_mol": 14.79, "homo_ev": -17.6, "multiplicity": 1, "lumo_energy_ha": -0.3489, "charge": 3}